[1]
The following is a quantum chemistry calculation of a structure of composition C15H31IP2Re at a distorted geometry, from the Open Molecules 2025 dataset.

Output
2S+1 = 4
largest force on an atom = 4.92 eV/A
expectation value of S² = 3.791
energy above the lowest of the compared OMol25 structures with the same formula, charge and spin = 0.00 kJ/mol
highest occupied orbital energy (alpha / beta) = -13.635 / -14.127 eV
charge = +2

Positions of all 50 atoms, in Å:
P  0.579328  1.828144  -0.995710
P  1.446974  -1.744219  0.352792
C  2.162498  0.953500  -0.632268
C  2.255217  -0.580039  -0.826931
H  2.525034  1.259807  0.363986
H  2.871749  1.408249  -1.345339
H  1.951891  -0.867021  -1.847919
H  3.324856  -0.843394  -0.755471
C  2.471398  -1.672117  1.858383
H  2.027734  -2.298177  2.644977
H  2.573259  -0.648467  2.246094
H  3.471890  -2.062486  1.627677
C  1.919729  -3.343112  -0.378486
H  3.008539  -3.470190  -0.312392
H  1.618913  -3.380629  -1.432366
H  1.436236  -4.167882  0.160641
C  1.117865  3.546648  -0.639817
H  0.273796  4.237325  -0.768660
H  1.921582  3.844375  -1.327253
H  1.480407  3.626852  0.391555
C  0.467621  1.834845  -2.803237
H  0.564673  0.824545  -3.222880
H  1.288741  2.451288  -3.197280
H  -0.484068  2.269673  -3.134697
Re  -2.636245  -0.659777  0.765161
C  -0.164327  -2.026618  0.909731
C  -0.563307  -0.898582  1.893629
C  0.008037  0.494438  1.776207
C  -0.896375  1.683065  1.353883
C  -0.953542  1.928869  -0.185860
C  -1.729254  0.724152  -0.807392
C  -1.057120  -0.607490  -1.152482
C  -1.190131  -1.905232  -0.291519
C  -4.434939  0.349244  0.561862
H  -0.225481  -3.023738  1.366697
H  -0.708378  -1.249013  2.922812
H  0.872167  0.456131  1.093551
H  0.475400  0.739194  2.750966
H  -1.928330  1.510039  1.728448
H  -0.509907  2.593042  1.835943
H  -1.466358  2.866921  -0.436851
H  -2.497337  1.007166  -1.538740
H  0.029333  -0.438617  -1.293899
H  -1.379943  -0.867749  -2.181991
H  -2.353956  -2.170649  -0.015070
H  -1.058362  -2.754912  -0.980159
H  -5.233964  -0.351565  0.281783
H  -4.329311  1.129952  -0.205745
H  -4.701437  0.828591  1.519675
I  -3.642798  -2.364380  2.303962

Atomic forces in eV per Å
P 2.7 3.8 -1.4
P 4.2 -2.1 0.3
C 0.1 -0.8 0.4
C -0.3 0.7 -0.4
H -0.2 -0.1 -0.4
H -0.4 0.0 0.1
H 0.1 0.1 0.4
H -0.4 -0.2 0.2
C 0.0 0.3 0.1
H 0.1 0.2 -0.2
H -0.1 -0.3 -0.1
H -0.3 0.1 0.0
C 0.1 0.1 -0.3
H -0.3 0.0 -0.1
H 0.1 -0.1 0.2
H 0.1 0.2 -0.1
C 0.6 0.0 -0.3
H 0.3 -0.2 0.0
H -0.1 0.0 0.3
H -0.1 0.0 -0.2
C -0.3 -0.4 -0.2
H -0.1 0.3 0.1
H -0.2 -0.2 0.2
H 0.2 -0.1 0.1
Re 0.4 2.0 0.6
C -3.4 2.2 0.0
C -3.0 0.1 -0.5
C 1.1 0.2 0.5
C 0.7 0.7 0.1
C -2.3 -3.8 1.2
C -2.0 -1.2 1.3
C 1.1 0.8 -2.2
C 1.0 -1.1 -0.7
C -0.1 1.1 0.2
H 0.2 0.3 -0.1
H 0.1 0.1 -0.5
H -0.2 0.2 0.2
H -0.3 0.1 -0.4
H 0.5 0.4 -0.2
H -0.2 -0.2 0.1
H 0.5 -0.2 -0.1
H 0.6 0.0 0.1
H -0.1 -0.4 0.1
H 0.0 -0.1 0.6
H 1.2 -1.2 -0.6
H -0.3 0.2 0.3
H 0.2 0.1 0.2
H -0.3 -0.2 0.3
H -0.2 -0.1 -0.2
I -0.9 -1.3 1.2

Mulliken population analysis, charges in e, atoms 1 to 8:
1. P 0.896
2. P 0.983
3. C -1.131
4. C -1.127
5. H 0.427
6. H 0.716
7. H 0.405
8. H 0.726

[2]
The following is a quantum chemistry calculation of a structure of composition C15H32BeBrCl5F6MgN2O8P3 at a distorted geometry, from the Open Molecules 2025 dataset.

Output
2S+1 = 1
largest force on an atom = 9.74 eV/A
highest occupied orbital energy = -9.581 eV
charge = +1

Positions of all 74 atoms, in Å:
C  -1.300143  1.317310  6.731410
C  -2.367541  2.158502  5.847100
N  -2.213711  3.417808  5.463267
C  -3.699895  1.339471  5.415527
P  -5.187196  2.048386  6.374150
H  -0.340872  1.094916  6.133763
H  -1.082955  1.859928  7.744613
H  -1.744671  0.277814  7.008939
H  -1.295808  3.714101  5.862849
H  -3.799710  1.488209  4.271788
H  -3.610258  0.216476  5.659087
H  -5.862760  2.211527  5.108727
H  -5.406537  0.826946  7.111044
H  -4.313480  3.056270  6.945151
H  -6.306512  2.726529  7.035499
Mg  -7.722458  2.164935  6.815224
C  -3.238028  -0.111105  0.689723
C  -4.737640  -0.047528  0.897354
O  -5.066608  1.029240  1.769459
H  -2.723606  -0.245171  1.645581
H  -2.970945  -0.935474  0.027377
H  -2.867328  0.822735  0.256697
H  -5.100473  -0.973222  1.350096
H  -5.258676  0.098972  -0.053738
H  -4.749992  1.845751  1.357491
Cl  -2.302968  1.803330  9.045335
C  -3.832307  -1.186775  -3.140454
Cl  -5.218483  -0.389716  -3.917807
Cl  -4.411351  -2.227964  -1.822557
Cl  -2.966422  -2.175056  -4.336976
Cl  -2.728861  0.047049  -2.486079
O  -8.142616  -0.658224  -5.794748
H  -7.354816  -0.664073  -5.236311
H  -8.633519  -1.441800  -5.515179
F  2.649578  -3.543745  -3.727064
P  1.056484  -3.370872  -3.758331
F  1.436421  -3.849878  -5.234425
F  1.010998  -4.316268  -2.479225
F  1.247440  -2.147962  -2.761062
F  -0.294956  -4.197186  -3.920283
F  0.280164  -2.132519  -4.455026
Be  0.444027  -1.342550  -6.307657
Br  2.220085  -0.601093  -8.351783
C  4.786125  -3.863017  -2.914056
O  5.302463  -3.090953  -1.829167
P  7.021750  -3.008483  -1.752243
O  7.109250  -4.478021  -1.339784
O  6.900151  -2.057653  -0.415027
C  6.274220  -0.792035  -0.568475
O  8.734384  -2.838600  -1.750928
C  9.457344  -3.362847  -0.648443
H  3.684524  -3.663201  -3.005288
H  5.275563  -3.580592  -3.848073
H  4.933354  -4.930697  -2.723359
H  5.243663  -0.858587  -0.210909
H  6.276514  -0.466993  -1.611491
H  6.810242  -0.058053  0.035508
H  9.645605  -4.427400  -0.802341
H  8.932207  -3.209132  0.295815
H  10.418712  -2.846204  -0.597912
C  -0.930411  4.156574  -1.256715
C  0.150255  4.925739  -0.833578
C  1.444732  4.422588  -0.930399
C  1.645634  3.146865  -1.457940
C  0.566378  2.369236  -1.876153
C  -0.724452  2.879724  -1.772843
N  3.008377  2.622199  -1.585655
O  3.929806  3.325966  -1.190503
O  3.147720  1.511521  -2.084096
H  -1.938838  4.554848  -1.184873
H  -0.016347  5.919919  -0.430713
H  2.277902  5.032687  -0.597046
H  0.712801  1.373604  -2.283235
H  -1.570703  2.282987  -2.098650

Atomic forces in eV per Å
C -0.9 -1.0 -2.0
C 0.6 0.0 -0.1
N 0.0 -3.5 1.6
C 1.7 0.1 -0.4
P 5.1 -1.4 -2.4
H -1.2 0.7 0.9
H 0.2 -0.4 -1.5
H 0.8 2.0 -0.6
H -0.8 0.1 -0.4
H -0.1 -0.3 1.8
H 0.1 1.7 -0.5
H -0.5 0.0 0.7
H -0.5 0.7 -0.2
H -0.7 0.1 0.1
H 0.5 1.6 1.5
Mg -3.1 -0.8 -0.1
C 0.1 -0.1 0.2
C 0.4 0.2 -0.2
O -0.2 0.3 0.4
H -0.1 -0.1 0.0
H 0.1 0.1 0.2
H 0.0 -0.1 0.0
H -0.1 0.2 0.1
H 0.0 -0.2 0.0
H -0.1 -0.3 0.1
Cl -1.2 0.3 1.4
C 0.0 -0.1 0.0
Cl 0.3 0.0 0.2
Cl 0.1 0.1 -0.4
Cl -0.2 0.1 0.2
Cl -0.2 -0.3 -0.4
O 0.1 -0.1 0.2
H -0.2 -0.1 -0.2
H 0.0 0.2 -0.1
F -2.2 1.6 -1.2
P 1.5 -4.2 3.3
F -1.6 -0.2 -2.9
F 2.1 -0.7 1.9
F 0.3 0.6 1.8
F -2.7 1.1 -2.1
F -2.3 4.1 -6.1
Be 2.4 -0.7 0.0
Br -2.3 -0.8 2.5
C -0.1 -0.6 0.5
O 1.7 2.5 -2.3
P 0.6 -5.6 8.0
O 0.1 0.7 -1.4
O -0.1 0.5 -1.1
C -0.3 0.2 0.3
O -0.9 2.2 -2.9
C 0.0 -0.4 0.4
H 4.1 -0.4 2.0
H -0.1 -0.1 -0.1
H 0.3 0.1 0.0
H 0.0 0.1 -0.2
H -0.1 0.2 0.1
H 0.1 -0.1 -0.1
H -0.2 0.1 0.1
H 0.0 -0.1 -0.1
H -0.1 0.2 -0.2
C 0.0 0.0 0.0
C 0.0 -0.3 -0.1
C 0.0 0.0 0.0
C -0.8 0.4 0.1
C 0.0 -0.1 -0.1
C 0.3 0.2 0.1
N 0.9 -0.3 -0.1
O -0.7 -0.5 -0.2
O -0.2 0.7 0.3
H 0.1 0.0 0.0
H 0.1 -0.1 -0.1
H 0.0 -0.3 -0.1
H 0.2 0.2 0.1
H 0.2 0.2 0.0

Mulliken population analysis, charges in e, atoms 1 to 8:
1. C -1.218
2. C 0.380
3. N -0.578
4. C -0.402
5. P 0.566
6. H 0.362
7. H 0.365
8. H 0.359

[3]
The following is a quantum chemistry calculation of a structure of composition C15H33AsClFN3O at a distorted geometry, from the Open Molecules 2025 dataset.

Output
2S+1 = 1
largest force on an atom = 3.73 eV/A
highest occupied orbital energy = -4.467 eV
charge = -1

Positions of all 55 atoms, in Å:
C  3.994494  0.433133  -0.273977
C  3.057433  -0.334150  -1.354053
C  1.567758  0.215950  -1.418281
F  1.695129  1.629006  -0.998044
As  0.184748  -0.750281  -0.221266
N  1.515762  -1.725869  0.735650
C  -0.008632  -2.333937  -1.455675
C  0.797403  -2.378780  -2.804859
N  0.322962  -3.617283  -3.562795
C  0.322117  0.643564  1.228998
C  -0.589732  1.937337  1.144563
C  -0.119725  2.906753  2.369930
C  -1.141473  2.901001  3.596349
C  -0.089198  4.409211  1.784214
C  -1.233312  0.201208  -1.305938
C  -2.748954  0.102611  -0.913177
C  -3.702032  -1.191143  -1.087145
N  -3.451427  1.147667  -0.504346
C  -1.190245  -1.701675  1.011560
C  -0.460676  -2.605522  2.118248
O  -0.150218  -2.230733  3.249417
Cl  -0.109438  -4.383664  1.700812
H  3.428191  0.758841  0.648790
H  4.858093  -0.237417  0.042388
H  4.367063  1.382038  -0.782814
H  3.536198  -0.043192  -2.363797
H  3.183012  -1.451748  -1.288003
H  1.184266  0.344872  -2.493716
H  1.924840  -2.501997  0.213881
H  2.206557  -1.139992  1.208141
H  -1.122537  -2.406347  -1.734038
H  0.200846  -3.314409  -0.893163
H  0.527900  -1.509172  -3.509364
H  1.919882  -2.501136  -2.737546
H  0.851047  -3.555851  -4.454241
H  -0.662366  -3.477896  -3.818317
H  1.392753  1.003336  1.450236
H  0.018240  0.131360  2.215223
H  -0.484399  2.567323  0.212601
H  -1.649971  1.642919  1.412045
H  0.937513  2.675197  2.719952
H  -0.963395  3.885956  4.164247
H  -2.231836  2.918058  3.276154
H  -0.943283  2.074933  4.361645
H  -0.053097  5.167984  2.625656
H  -1.097977  4.542334  1.247807
H  0.731481  4.528863  1.008847
H  -1.014411  1.306212  -1.533247
H  -1.173307  -0.278193  -2.355691
H  -4.655471  -0.790380  -1.579618
H  -3.252545  -1.989184  -1.747624
H  -3.940058  -1.527562  -0.030963
H  -2.852206  1.981048  -0.454734
H  -1.753042  -2.484795  0.386756
H  -1.880721  -0.976405  1.542322

Atomic forces in eV per Å
C -0.5 -0.2 -0.4
C 1.1 1.2 -1.1
C 1.1 0.8 -0.6
F -0.3 -1.1 -0.4
As 0.6 0.1 0.6
N 0.7 -0.3 0.3
C -0.1 -1.6 -1.1
C -1.3 -0.5 -0.8
N 0.8 0.8 -0.5
C 0.1 1.2 1.7
C 1.1 0.1 2.1
C -0.7 1.1 -0.6
C 0.8 0.7 0.6
C -1.0 -0.8 0.0
C -2.3 0.7 -2.2
C -1.4 1.7 0.0
C 0.5 1.3 0.0
N 1.5 -2.0 -0.8
C -0.9 -3.0 1.1
C 0.1 3.2 2.0
O -1.1 -1.4 -3.3
Cl -0.3 0.6 -0.1
H 0.6 -0.5 -1.1
H -1.0 0.9 -0.5
H -0.3 -1.3 0.9
H -0.6 -0.6 1.3
H -0.6 1.3 0.2
H 0.7 -0.5 1.5
H 0.1 0.5 0.4
H -0.1 -0.5 -0.3
H 1.6 0.2 0.3
H -0.2 1.4 -0.7
H 0.7 -0.7 1.4
H -1.3 0.4 0.2
H -0.6 -0.4 0.5
H 0.5 0.0 0.2
H -1.4 -0.6 -0.8
H 0.5 0.5 -1.5
H -0.3 -1.1 0.8
H 1.0 0.5 -0.9
H -1.4 0.0 -0.3
H -0.3 -1.4 -0.6
H 1.4 -0.2 0.3
H -0.4 0.9 -1.3
H 0.3 -0.7 -1.1
H 1.4 0.1 0.7
H -0.9 0.0 1.1
H -0.2 -1.5 0.7
H 0.0 0.5 1.5
H 1.4 -0.6 0.8
H -0.5 0.7 1.0
H 0.3 0.0 -1.5
H 0.0 -0.4 0.0
H 0.4 1.4 0.9
H 0.7 -1.0 -0.5

Mulliken population analysis, charges in e, atoms 1 to 8:
1. C -1.062
2. C -0.656
3. C 0.212
4. F -0.427
5. As 1.600
6. N -0.875
7. C -0.564
8. C -0.040

[4]
The following is a quantum chemistry calculation of a structure of composition C15H33BrF6NO2PdSbSi at a distorted geometry, from the Open Molecules 2025 dataset.

Output
2S+1 = 2
largest force on an atom = 2.73 eV/A
expectation value of S² = 0.759
energy above the lowest of the compared OMol25 structures with the same formula, charge and spin = 85.31 kJ/mol
highest occupied orbital energy (alpha / beta) = -12.353 / -12.352 eV
charge = +1

Positions of all 61 atoms, in Å:
Pd  -0.405380  0.583048  -0.983571
N  -2.530745  -0.401920  -1.777852
C  -2.597294  -1.826340  -1.456351
C  -2.569418  -2.090274  0.036290
C  -1.109553  -1.881505  0.684770
O  -0.605766  -2.881599  1.115451
O  -0.742066  -0.681984  0.700271
H  -3.345696  0.087559  -1.405743
H  -2.509199  -0.276064  -2.790202
H  -1.772955  -2.342584  -1.961404
H  -3.527281  -2.270128  -1.846402
H  -2.837027  -3.127125  0.244031
H  -3.216198  -1.405910  0.588303
C  -0.353022  5.317116  1.860996
C  0.194049  5.828516  0.522903
C  -0.957883  5.756099  -0.491270
C  0.605164  7.297166  0.695675
Si  1.716004  4.770043  -0.143360
Br  0.784214  2.346823  0.332560
C  3.362829  4.754418  0.982121
C  2.938692  4.796684  2.448155
C  4.177493  3.484047  0.759168
C  4.199930  5.987274  0.646056
C  2.048643  4.745640  -2.100282
C  3.304203  3.946120  -2.453917
C  2.211657  6.186014  -2.596837
C  0.863251  4.088027  -2.813831
H  -1.239071  5.895172  2.112876
H  0.357381  5.434506  2.668566
H  -0.632437  4.271442  1.799873
H  -1.824401  6.264908  -0.076235
H  -1.236638  4.723940  -0.690204
H  -0.708098  6.253859  -1.422305
H  -0.265496  7.875941  0.995492
H  0.990232  7.721075  -0.226721
H  1.358666  7.407326  1.469737
H  2.250591  3.988779  2.678826
H  2.493558  5.749130  2.715516
H  3.825536  4.668866  3.066139
H  3.588682  2.599672  0.980067
H  5.028390  3.499899  1.438907
H  4.573420  3.408607  -0.245567
H  3.638057  6.906533  0.785082
H  4.576139  5.956617  -0.371697
H  5.060958  6.019147  1.311259
H  4.204668  4.429873  -2.089571
H  3.391979  3.880260  -3.537323
H  3.246014  2.931624  -2.070662
H  3.040761  6.692419  -2.109558
H  1.308740  6.770402  -2.449414
H  2.421970  6.167624  -3.664292
H  0.674490  3.092154  -2.418777
H  1.102685  3.979893  -3.870414
H  -0.043844  4.675508  -2.738248
F  0.280848  -1.316947  -2.277907
Sb  0.758447  -0.149041  -3.813990
F  -0.661926  1.196543  -3.194955
F  1.756570  0.749345  -2.374856
F  1.272611  1.202568  -5.021171
F  2.167429  -1.289781  -4.232527
F  -0.738705  -0.972232  -4.668097

Atomic forces in eV per Å
Pd -2.4 0.0 0.2
N 1.0 0.1 0.3
C 0.3 -0.2 -0.1
C -0.4 -1.2 -0.2
C -0.1 2.6 -0.8
O 0.0 -1.3 0.4
O 0.7 0.5 -0.2
H 0.3 0.1 -0.1
H 0.1 0.1 0.2
H -0.1 0.1 0.1
H 0.1 0.0 0.2
H -0.2 0.2 -0.1
H 0.2 0.0 0.2
C 0.3 -0.1 -0.2
C 0.1 -0.5 -0.3
C 0.3 0.0 0.1
C 0.3 -0.3 -0.1
Si 0.6 0.3 -0.4
Br 0.2 0.1 0.0
C -1.2 -0.3 -0.5
C 0.2 0.0 -0.1
C 0.0 0.1 0.0
C -0.2 -0.1 -0.2
C -0.4 -0.2 0.8
C -0.1 0.1 0.2
C 0.0 -0.1 0.3
C 0.1 0.0 0.1
H -0.2 0.1 0.0
H 0.1 0.0 0.2
H -0.2 -0.2 0.1
H -0.1 0.1 0.1
H -0.1 -0.1 -0.1
H 0.0 0.0 -0.2
H -0.2 0.1 0.0
H 0.1 0.2 -0.1
H 0.1 0.1 0.1
H -0.1 -0.1 0.2
H -0.2 0.1 0.1
H 0.1 0.0 0.1
H 0.0 -0.2 0.0
H 0.1 0.0 0.1
H 0.0 -0.1 -0.1
H 0.0 0.2 0.0
H 0.1 0.0 -0.2
H 0.1 0.0 0.1
H 0.2 0.0 0.1
H -0.1 0.0 -0.2
H 0.1 -0.2 0.0
H 0.1 0.1 0.1
H -0.1 0.2 0.0
H 0.0 0.0 -0.2
H 0.0 0.0 -0.1
H 0.0 0.0 -0.2
H -0.2 0.0 0.0
F 0.0 0.3 -1.0
Sb 0.0 0.8 1.2
F 0.9 -0.8 0.7
F -0.5 -0.5 -1.1
F -0.4 -0.8 0.2
F -0.5 0.1 -0.2
F 1.1 0.5 0.2

Mulliken population analysis, charges in e, atoms 1 to 8:
1. Pd 0.571
2. N -0.410
3. C -0.577
4. C -0.572
5. C 0.745
6. O -0.245
7. O -0.737
8. H 0.254